1.
DFT (ωB97M-V with the def2-TZVPD basis set) results for a molecular structure, C14H23MoN2P at a distorted geometry.

- 2S+1: 3
- HOMO (spin up / spin down): -15.718 / -15.738 eV
- Charge: +2
- Frontier orbital gap (spin up / spin down): 0.2749 / 0.2404 Ha
- E_LUMO (spin up / spin down): -8.24 / -9.20 eV
- Expectation value of S²: 2.014
- Calculated total energy: -28995.4993 eV

CARTESIAN COORDINATES (ANGSTROEM)
1 C -2.321 -3.079 -2.285
2 C -1.509 -2.078 -2.812
3 C -0.773 -1.240 -1.960
4 C -0.770 -1.526 -0.585
5 C -1.647 -2.482 -0.044
6 C -2.401 -3.284 -0.909
7 C -0.004 -0.085 -2.512
8 C -0.848 0.771 -3.513
9 N -2.085 1.283 -2.993
10 Mo 0.666 -0.642 0.722
11 C -1.760 -2.628 1.448
12 P -0.739 -1.334 2.329
13 H -1.444 -1.963 -3.896
14 H -3.042 -4.065 -0.492
15 H -2.902 -3.712 -2.951
16 H -1.413 -3.617 1.795
17 H -2.802 -2.508 1.791
18 H 0.411 0.555 -1.713
19 H 0.854 -0.461 -3.096
20 H -0.237 1.642 -3.823
21 C -0.372 -2.071 3.930
22 C -1.964 -0.036 2.718
23 H -1.086 0.156 -4.395
24 C -3.355 0.835 -3.480
25 C -2.057 2.391 -2.078
26 H 1.777 -1.660 1.699
27 H -3.807 1.585 -4.158
28 H -3.227 -0.115 -4.020
29 H -4.042 0.681 -2.629
30 H -1.883 3.343 -2.620
31 H -3.033 2.463 -1.573
32 H -1.256 2.289 -1.321
33 H -2.595 -0.375 3.548
34 H -1.431 0.875 3.014
35 H -2.589 0.193 1.845
36 H -1.278 -2.044 4.550
37 H -0.023 -3.101 3.782
38 H 0.425 -1.477 4.396
39 H 2.222 -1.428 1.129
40 N 0.363 2.599 0.693
41 C 0.501 1.426 0.710



2.
DFT (ωB97M-V with the def2-TZVPD basis set) results for a molecular structure, C67H60GeN4O3P2SV at a distorted geometry.

- 2S+1: 4
- HOMO (spin up / spin down): -6.535 / -7.556 eV
- Frontier orbital gap (spin up / spin down): 0.2379 / 0.2655 Ha
- E_LUMO (spin up / spin down): -0.06 / -0.33 eV
- Expectation value of S²: 3.777
- Calculated total energy: -194175.5630 eV

CARTESIAN COORDINATES (ANGSTROEM)
1 V 0.185 -0.375 -0.027
2 C -2.780 -4.441 -3.087
3 C -1.750 -3.721 -3.946
4 N -1.514 -2.335 -3.571
5 C -1.006 -1.895 -2.403
6 S -0.685 -0.190 -2.294
7 N -0.791 -2.796 -1.459
8 N -0.294 -2.260 -0.311
9 C -0.170 -3.096 0.691
10 C -0.543 -4.537 0.568
11 C 0.223 -2.476 1.949
12 C 0.277 -3.147 3.169
13 C 0.555 -2.439 4.321
14 C 0.775 -1.071 4.242
15 C 0.737 -0.475 2.997
16 N 0.489 -1.151 1.875
17 H -2.990 -5.419 -3.523
18 H -3.710 -3.873 -3.046
19 H -2.411 -4.578 -2.075
20 H -2.121 -3.683 -4.972
21 H -0.804 -4.274 -3.954
22 H -1.488 -1.650 -4.306
23 H -1.437 -4.627 -0.046
24 H -0.731 -4.990 1.539
25 H 0.246 -5.105 0.066
26 H 0.098 -4.211 3.210
27 H 0.589 -2.948 5.276
28 H 0.966 -0.474 5.122
29 H 0.881 0.592 2.886
30 O 2.632 1.609 -1.921
31 C 3.900 1.124 -1.722
32 C 5.067 1.860 -1.929
33 C 6.300 1.244 -1.806
34 C 6.392 -0.101 -1.481
35 C 5.233 -0.800 -1.207
36 C 3.979 -0.197 -1.282
37 P 2.505 -1.132 -0.671
38 C 2.597 -2.499 -1.903
39 C 1.996 -2.222 -3.131
40 C 2.055 -3.134 -4.172
41 C 2.719 -4.340 -4.007
42 C 3.349 -4.611 -2.802
43 C 3.297 -3.694 -1.760
44 C 3.309 -1.772 0.863
45 C 3.982 -0.831 1.649
46 C 4.580 -1.193 2.843
47 C 4.515 -2.509 3.282
48 C 3.825 -3.444 2.530
49 C 3.218 -3.076 1.335
50 C 2.406 2.972 -1.996
51 C 2.958 3.747 -3.009
52 C 2.741 5.115 -3.010
53 C 1.974 5.699 -2.010
54 C 1.356 4.899 -1.065
55 C 1.531 3.516 -1.062
56 P 0.391 2.399 -0.128
57 C -1.150 2.858 -1.026
58 C -2.396 2.759 -0.403
59 C -3.559 3.019 -1.111
60 C -3.505 3.361 -2.455
61 C -2.274 3.450 -3.085
62 C -1.107 3.204 -2.375
63 C 0.319 3.329 1.448
64 C 1.373 3.086 2.328
65 C 1.455 3.744 3.544
66 C 0.474 4.658 3.900
67 C -0.570 4.918 3.025
68 C -0.647 4.262 1.804
69 H 5.025 2.906 -2.183
70 H 7.196 1.828 -1.978
71 H 7.355 -0.588 -1.413
72 H 5.299 -1.835 -0.893
73 H 1.478 -1.281 -3.270
74 H 1.575 -2.898 -5.114
75 H 2.757 -5.060 -4.814
76 H 3.896 -5.536 -2.672
77 H 3.829 -3.920 -0.847
78 H 4.052 0.198 1.313
79 H 5.104 -0.448 3.428
80 H 4.990 -2.800 4.211
81 H 3.749 -4.468 2.875
82 H 2.652 -3.816 0.783
83 H 3.540 3.277 -3.789
84 H 3.175 5.723 -3.792
85 H 1.824 6.771 -1.994
86 H 0.693 5.346 -0.334
87 H -2.461 2.479 0.638
88 H -4.513 2.946 -0.604
89 H -4.416 3.559 -3.006
90 H -2.212 3.711 -4.134
91 H -0.162 3.266 -2.901
92 H 2.150 2.380 2.047
93 H 2.280 3.540 4.216
94 H 0.522 5.165 4.855
95 H -1.335 5.636 3.295
96 H -1.469 4.478 1.137
97 O -2.136 1.114 2.721
98 C -2.141 0.311 1.799
99 O -1.412 0.428 0.734
100 C -3.132 -0.855 1.808
101 C -3.527 -1.339 0.406
102 Ge -5.376 -0.976 -0.128
103 C -6.088 0.619 0.746
104 C -6.184 1.839 0.080
105 C -6.643 2.975 0.736
106 C -7.013 2.903 2.070
107 C -6.939 1.691 2.743
108 C -6.484 0.559 2.084
109 C -5.386 -0.706 -2.061
110 C -6.299 -1.339 -2.904
111 C -6.268 -1.121 -4.275
112 C -5.322 -0.264 -4.821
113 C -4.403 0.368 -3.994
114 C -4.434 0.144 -2.624
115 C -6.532 -2.464 0.399
116 C -6.015 -3.625 0.969
117 C -6.851 -4.663 1.365
118 C -8.222 -4.552 1.193
119 C -8.756 -3.401 0.629
120 C -7.916 -2.367 0.241
121 H -3.981 -0.516 2.402
122 H -2.655 -1.651 2.390
123 H -3.366 -2.412 0.277
124 H -2.886 -0.856 -0.331
125 H -5.907 1.900 -0.967
126 H -6.714 3.916 0.204
127 H -7.363 3.788 2.585
128 H -7.235 1.628 3.783
129 H -6.448 -0.387 2.615
130 H -7.038 -2.015 -2.488
131 H -6.981 -1.622 -4.919
132 H -5.299 -0.092 -5.890
133 H -3.656 1.033 -4.412
134 H -3.691 0.632 -1.998
135 H -4.945 -3.727 1.113
136 H -6.431 -5.556 1.810
137 H -8.876 -5.359 1.502
138 H -9.827 -3.308 0.497
139 H -8.347 -1.465 -0.181



3.
DFT (ωB97M-V with the def2-TZVPD basis set) results for 3 unconnected molecules or ions with the total composition C5H15NO2 at a distorted geometry.

- HOMO: -8.042 eV
- Frontier orbital gap: 0.3221 Ha
- E_LUMO: 0.72 eV
- Calculated total energy: -11012.4475 eV

CARTESIAN COORDINATES (ANGSTROEM)
1 C 1.568 -1.414 0.655
2 C 1.804 0.062 1.138
3 C 1.510 0.984 -0.052
4 C 0.024 1.182 -0.316
5 C -0.920 1.088 0.621
6 N -0.248 1.474 -1.660
7 H 0.705 -1.326 0.009
8 H 1.465 -1.921 1.612
9 H 2.443 -1.762 0.111
10 H 1.251 0.237 2.053
11 H 2.852 0.305 1.337
12 H 1.893 2.006 0.067
13 H 2.011 0.665 -0.969
14 H -0.745 0.837 1.649
15 H -1.890 1.404 0.270
16 H 0.477 2.002 -2.121
17 H -1.196 1.766 -1.849
18 H -1.469 -1.185 -1.709
19 H -0.759 -2.509 -2.173
20 O -1.024 -1.987 -1.408
21 H -3.486 -0.843 1.601
22 H -2.865 -0.821 0.287
23 O -3.401 -0.241 0.848



4.
DFT (ωB97M-V with the def2-TZVPD basis set) results for a single C19H22N2O4S molecule at a distorted geometry.

- HOMO: -8.835 eV
- Frontier orbital gap: 0.3407 Ha
- E_LUMO: 0.44 eV
- Calculated total energy: -42066.1809 eV

CARTESIAN COORDINATES (ANGSTROEM)
1 C 2.457 2.095 -1.214
2 C 1.112 1.579 -1.623
3 C 1.001 0.335 -2.237
4 C -0.237 -0.168 -2.595
5 C -1.369 0.579 -2.330
6 C -1.288 1.810 -1.713
7 C -0.044 2.311 -1.370
8 H 0.030 3.282 -0.901
9 H -2.197 2.356 -1.521
10 S -2.974 -0.128 -2.677
11 O -2.898 -0.946 -3.850
12 O -3.982 0.882 -2.602
13 N -3.180 -1.120 -1.335
14 C -2.290 -2.168 -1.145
15 C -2.241 -3.188 -2.095
16 C -1.401 -4.268 -1.921
17 C -0.609 -4.360 -0.785
18 C -0.632 -3.346 0.151
19 C -1.444 -2.224 -0.021
20 C -1.428 -1.098 0.946
21 O -2.367 -0.323 1.091
22 N -0.299 -0.975 1.683
23 H 0.536 -1.466 1.406
24 C -0.105 0.121 2.598
25 C 0.854 1.166 2.013
26 C 1.056 2.368 2.954
27 H 0.556 3.258 2.583
28 C 2.576 2.526 3.014
29 H 2.928 2.913 3.966
30 C 3.038 1.094 2.756
31 H 4.045 1.018 2.345
32 O 2.140 0.589 1.788
33 H 2.982 0.498 3.679
34 H 2.925 3.177 2.212
35 H 0.659 2.135 3.943
36 H 0.470 1.470 1.032
37 H -1.082 0.575 2.775
38 H 0.300 -0.268 3.538
39 H -0.029 -3.441 1.042
40 H 0.023 -5.221 -0.631
41 H -1.377 -5.053 -2.661
42 H -2.873 -3.103 -2.963
43 H -3.290 -0.557 -0.490
44 H -0.340 -1.122 -3.087
45 H 1.893 -0.241 -2.436
46 H 3.196 1.899 -1.987
47 H 2.423 3.164 -1.018
48 H 2.775 1.583 -0.306



5.
DFT (ωB97M-V with the def2-TZVPD basis set) results for a single H3NO3Si molecule at a distorted geometry.

- HOMO: -9.628 eV
- Frontier orbital gap: 0.3429 Ha
- E_LUMO: -0.30 eV
- Calculated total energy: -15555.8040 eV

CARTESIAN COORDINATES (ANGSTROEM)
1 N -1.410 -0.107 -0.150
2 O -2.209 -1.067 -0.152
3 O -1.748 1.085 0.019
4 O 1.417 0.904 -0.120
5 Si 0.797 -0.602 -0.057
6 H 1.240 1.651 0.580
7 H 0.971 -0.921 -1.461
8 H 0.943 -0.942 1.341



Look up the calculated total energy of the third one. -11012.4475 eV



Which of these has the highest calculated total energy? C5H15NO2